# C17H17FN3O3ReS5Sb

C17H17FN3O3ReS5Sb as an isolated structure (ωB97M-V with the def2-TZVPD basis set, OMol25).

Element x y z (Å)
Re1 1.608 -2.796 0.108
C1 -4.041 1.667 -2.625
C2 -4.027 1.655 -1.109
C3 -4.094 3.033 -0.502
C4 -4.064 2.967 1.011
C5 -2.846 2.226 1.499
C6 -2.304 2.469 2.734
C7 -1.174 1.774 3.157
F1 -0.673 2.032 4.345
C8 -0.546 0.817 2.378
C9 -1.066 0.541 1.121
C10 -0.479 -0.472 0.293
O1 0.592 -1.083 0.733
C11 -1.095 -0.752 -0.923
C12 -2.200 -0.025 -1.314
N1 -2.745 0.940 -0.569
C13 -2.216 1.236 0.670
C14 -0.611 -1.763 -1.849
O2 -1.061 -2.074 -2.882
O3 0.598 -2.449 -1.409
H1 -4.860 2.317 -2.934
H2 -4.234 0.691 -3.071
H3 -3.114 2.082 -3.034
H4 -4.857 1.057 -0.733
H5 -5.018 3.494 -0.848
H6 -3.267 3.642 -0.883
H7 -4.956 2.449 1.380
H8 -4.080 3.958 1.458
H9 -2.746 3.207 3.396
H10 0.318 0.294 2.760
H11 -2.665 -0.224 -2.268
S1 0.339 -7.076 -0.731
Sb1 1.783 -6.408 0.639
S2 2.834 -4.273 -0.800
S3 0.624 -3.981 1.518
S4 3.214 -6.702 2.167
S5 3.273 -1.868 1.536
C15 4.373 -1.019 0.429
N2 5.367 -1.587 -0.213
C16 6.230 -0.585 -0.917
C17 5.500 0.746 -0.593
N3 4.354 0.280 0.250
H12 5.584 -2.568 -0.117
H13 6.264 -0.798 -1.978
H14 7.235 -0.623 -0.512
H15 5.127 1.243 -1.481
H16 6.116 1.436 -0.028
H17 3.709 0.878 0.743

Properties
LUMO: -12.523 eV
Multiplicity: 1
Frontier orbital gap: 4.089 eV
Highest occupied orbital energy: -16.6124 eV
Total charge: +3
Max |F|: 0.034 Eh/bohr
Energy above the lowest of the compared OMol25 structures with the same formula, charge and spin: 26.3 kcal per mole

Atom-resolved charges from natural (NBO), all expressed in e: 0.92 -0.64 -0.01 -0.42 -0.44 0.04 -0.20 0.45 -0.27 -0.27 -0.05 0.46 -0.70 -0.34 0.18 -0.25 0.16 0.80 -0.42 -0.66 0.27 0.23 0.23 0.23 0.26 0.22 0.25 0.26 0.27 0.25 0.27 -0.24 1.30 0.09 0.19 -0.26 0.09 0.36 -0.52 -0.23 -0.23 -0.51 0.45 0.25 0.25 0.24 0.25 0.45

***

# C17H17I2N6O2S2W

C17H17I2N6O2S2W as an isolated structure (ωB97M-V with the def2-TZVPD basis set, OMol25).

Element x y z (Å)
W1 -0.607 -0.024 -1.011
I1 1.635 -6.731 1.162
C1 1.076 -4.808 0.976
C2 0.285 -4.207 1.978
C3 -0.056 -2.894 1.848
I2 -1.291 -2.022 3.266
C4 0.387 -2.120 0.718
O1 0.071 -0.844 0.663
C5 1.141 -2.765 -0.316
C6 1.596 -2.061 -1.586
N1 1.496 -0.588 -1.439
C7 2.052 0.234 -2.529
C8 1.672 1.655 -2.214
C9 2.345 2.722 -2.763
C10 1.920 4.011 -2.478
C11 0.825 4.187 -1.643
C12 0.203 3.080 -1.120
N2 0.616 1.816 -1.378
C13 1.485 -4.078 -0.166
H1 -0.046 -4.777 2.836
H2 0.996 -2.368 -2.439
H3 2.631 -2.334 -1.792
H4 2.029 -0.358 -0.603
H5 1.625 -0.086 -3.480
H6 3.134 0.131 -2.596
H7 3.191 2.548 -3.416
H8 2.434 4.865 -2.902
H9 0.448 5.173 -1.407
H10 -0.664 3.182 -0.486
H11 2.081 -4.567 -0.929
S1 -2.388 1.204 0.112
C14 -2.095 1.396 1.823
N3 -3.085 1.347 2.685
C15 -2.646 1.678 4.059
C16 -1.174 2.088 3.838
N4 -0.964 1.735 2.413
H12 -4.031 1.097 2.442
H13 -2.747 0.805 4.700
H14 -3.249 2.483 4.468
H15 -0.484 1.544 4.476
H16 -1.019 3.154 3.976
H17 -0.104 1.914 1.927
S2 -3.562 -3.280 -2.331
C17 -2.460 -2.396 -1.740
N5 -1.582 -1.685 -1.264
O2 -1.800 0.529 -3.680
N6 -1.319 0.416 -2.653

Properties
LUMO (spin up / spin down): -10.436 / -11.979 eV
Multiplicity: 3
Frontier orbital gap (spin up / spin down): 6.510 / 5.214 eV
Highest occupied orbital energy (spin up / spin down): -16.9464 / -17.1931 eV
Total charge: +3
Max |F|: 0.028 Eh/bohr
Energy above the lowest of the compared OMol25 structures with the same formula, charge and spin: 16.2 kcal per mole

Atom-resolved charges from natural (NBO), all expressed in e: 1.40 0.67 -0.18 -0.22 -0.23 0.28 0.51 -0.75 -0.13 -0.25 -0.59 -0.26 0.22 -0.21 -0.06 -0.22 0.07 -0.55 -0.15 0.27 0.24 0.25 0.42 0.25 0.25 0.26 0.27 0.27 0.23 0.26 0.04 0.38 -0.52 -0.23 -0.23 -0.54 0.45 0.23 0.25 0.24 0.24 0.43 0.41 0.16 -0.70 -0.09 0.16

***

What did the first record say?
# C17H17FN3O3ReS5Sb

C17H17FN3O3ReS5Sb as an isolated structure (ωB97M-V with the def2-TZVPD basis set, OMol25).

Element x y z (Å)
Re1 1.608 -2.796 0.108
C1 -4.041 1.667 -2.625
C2 -4.027 1.655 -1.109
C3 -4.094 3.033 -0.502
C4 -4.064 2.967 1.011
C5 -2.846 2.226 1.499
C6 -2.304 2.469 2.734
C7 -1.174 1.774 3.157
F1 -0.673 2.032 4.345
C8 -0.546 0.817 2.378
C9 -1.066 0.541 1.121
C10 -0.479 -0.472 0.293
O1 0.592 -1.083 0.733
C11 -1.095 -0.752 -0.923
C12 -2.200 -0.025 -1.314
N1 -2.745 0.940 -0.569
C13 -2.216 1.236 0.670
C14 -0.611 -1.763 -1.849
O2 -1.061 -2.074 -2.882
O3 0.598 -2.449 -1.409
H1 -4.860 2.317 -2.934
H2 -4.234 0.691 -3.071
H3 -3.114 2.082 -3.034
H4 -4.857 1.057 -0.733
H5 -5.018 3.494 -0.848
H6 -3.267 3.642 -0.883
H7 -4.956 2.449 1.380
H8 -4.080 3.958 1.458
H9 -2.746 3.207 3.396
H10 0.318 0.294 2.760
H11 -2.665 -0.224 -2.268
S1 0.339 -7.076 -0.731
Sb1 1.783 -6.408 0.639
S2 2.834 -4.273 -0.800
S3 0.624 -3.981 1.518
S4 3.214 -6.702 2.167
S5 3.273 -1.868 1.536
C15 4.373 -1.019 0.429
N2 5.367 -1.587 -0.213
C16 6.230 -0.585 -0.917
C17 5.500 0.746 -0.593
N3 4.354 0.280 0.250
H12 5.584 -2.568 -0.117
H13 6.264 -0.798 -1.978
H14 7.235 -0.623 -0.512
H15 5.127 1.243 -1.481
H16 6.116 1.436 -0.028
H17 3.709 0.878 0.743

Properties
LUMO: -12.523 eV
Multiplicity: 1
Frontier orbital gap: 4.089 eV
Highest occupied orbital energy: -16.6124 eV
Total charge: +3
Max |F|: 0.034 Eh/bohr
Energy above the lowest of the compared OMol25 structures with the same formula, charge and spin: 26.3 kcal per mole

Atom-resolved charges from natural (NBO), all expressed in e: 0.92 -0.64 -0.01 -0.42 -0.44 0.04 -0.20 0.45 -0.27 -0.27 -0.05 0.46 -0.70 -0.34 0.18 -0.25 0.16 0.80 -0.42 -0.66 0.27 0.23 0.23 0.23 0.26 0.22 0.25 0.26 0.27 0.25 0.27 -0.24 1.30 0.09 0.19 -0.26 0.09 0.36 -0.52 -0.23 -0.23 -0.51 0.45 0.25 0.25 0.24 0.25 0.45

***

Repeat the second record exactly.
# C17H17I2N6O2S2W

C17H17I2N6O2S2W as an isolated structure (ωB97M-V with the def2-TZVPD basis set, OMol25).

Element x y z (Å)
W1 -0.607 -0.024 -1.011
I1 1.635 -6.731 1.162
C1 1.076 -4.808 0.976
C2 0.285 -4.207 1.978
C3 -0.056 -2.894 1.848
I2 -1.291 -2.022 3.266
C4 0.387 -2.120 0.718
O1 0.071 -0.844 0.663
C5 1.141 -2.765 -0.316
C6 1.596 -2.061 -1.586
N1 1.496 -0.588 -1.439
C7 2.052 0.234 -2.529
C8 1.672 1.655 -2.214
C9 2.345 2.722 -2.763
C10 1.920 4.011 -2.478
C11 0.825 4.187 -1.643
C12 0.203 3.080 -1.120
N2 0.616 1.816 -1.378
C13 1.485 -4.078 -0.166
H1 -0.046 -4.777 2.836
H2 0.996 -2.368 -2.439
H3 2.631 -2.334 -1.792
H4 2.029 -0.358 -0.603
H5 1.625 -0.086 -3.480
H6 3.134 0.131 -2.596
H7 3.191 2.548 -3.416
H8 2.434 4.865 -2.902
H9 0.448 5.173 -1.407
H10 -0.664 3.182 -0.486
H11 2.081 -4.567 -0.929
S1 -2.388 1.204 0.112
C14 -2.095 1.396 1.823
N3 -3.085 1.347 2.685
C15 -2.646 1.678 4.059
C16 -1.174 2.088 3.838
N4 -0.964 1.735 2.413
H12 -4.031 1.097 2.442
H13 -2.747 0.805 4.700
H14 -3.249 2.483 4.468
H15 -0.484 1.544 4.476
H16 -1.019 3.154 3.976
H17 -0.104 1.914 1.927
S2 -3.562 -3.280 -2.331
C17 -2.460 -2.396 -1.740
N5 -1.582 -1.685 -1.264
O2 -1.800 0.529 -3.680
N6 -1.319 0.416 -2.653

Properties
LUMO (spin up / spin down): -10.436 / -11.979 eV
Multiplicity: 3
Frontier orbital gap (spin up / spin down): 6.510 / 5.214 eV
Highest occupied orbital energy (spin up / spin down): -16.9464 / -17.1931 eV
Total charge: +3
Max |F|: 0.028 Eh/bohr
Energy above the lowest of the compared OMol25 structures with the same formula, charge and spin: 16.2 kcal per mole

Atom-resolved charges from natural (NBO), all expressed in e: 1.40 0.67 -0.18 -0.22 -0.23 0.28 0.51 -0.75 -0.13 -0.25 -0.59 -0.26 0.22 -0.21 -0.06 -0.22 0.07 -0.55 -0.15 0.27 0.24 0.25 0.42 0.25 0.25 0.26 0.27 0.27 0.23 0.26 0.04 0.38 -0.52 -0.23 -0.23 -0.54 0.45 0.23 0.25 0.24 0.24 0.43 0.41 0.16 -0.70 -0.09 0.16

***

Please write out number 2 again, unchanged.
# C17H17I2N6O2S2W

C17H17I2N6O2S2W as an isolated structure (ωB97M-V with the def2-TZVPD basis set, OMol25).

Element x y z (Å)
W1 -0.607 -0.024 -1.011
I1 1.635 -6.731 1.162
C1 1.076 -4.808 0.976
C2 0.285 -4.207 1.978
C3 -0.056 -2.894 1.848
I2 -1.291 -2.022 3.266
C4 0.387 -2.120 0.718
O1 0.071 -0.844 0.663
C5 1.141 -2.765 -0.316
C6 1.596 -2.061 -1.586
N1 1.496 -0.588 -1.439
C7 2.052 0.234 -2.529
C8 1.672 1.655 -2.214
C9 2.345 2.722 -2.763
C10 1.920 4.011 -2.478
C11 0.825 4.187 -1.643
C12 0.203 3.080 -1.120
N2 0.616 1.816 -1.378
C13 1.485 -4.078 -0.166
H1 -0.046 -4.777 2.836
H2 0.996 -2.368 -2.439
H3 2.631 -2.334 -1.792
H4 2.029 -0.358 -0.603
H5 1.625 -0.086 -3.480
H6 3.134 0.131 -2.596
H7 3.191 2.548 -3.416
H8 2.434 4.865 -2.902
H9 0.448 5.173 -1.407
H10 -0.664 3.182 -0.486
H11 2.081 -4.567 -0.929
S1 -2.388 1.204 0.112
C14 -2.095 1.396 1.823
N3 -3.085 1.347 2.685
C15 -2.646 1.678 4.059
C16 -1.174 2.088 3.838
N4 -0.964 1.735 2.413
H12 -4.031 1.097 2.442
H13 -2.747 0.805 4.700
H14 -3.249 2.483 4.468
H15 -0.484 1.544 4.476
H16 -1.019 3.154 3.976
H17 -0.104 1.914 1.927
S2 -3.562 -3.280 -2.331
C17 -2.460 -2.396 -1.740
N5 -1.582 -1.685 -1.264
O2 -1.800 0.529 -3.680
N6 -1.319 0.416 -2.653

Properties
LUMO (spin up / spin down): -10.436 / -11.979 eV
Multiplicity: 3
Frontier orbital gap (spin up / spin down): 6.510 / 5.214 eV
Highest occupied orbital energy (spin up / spin down): -16.9464 / -17.1931 eV
Total charge: +3
Max |F|: 0.028 Eh/bohr
Energy above the lowest of the compared OMol25 structures with the same formula, charge and spin: 16.2 kcal per mole

Atom-resolved charges from natural (NBO), all expressed in e: 1.40 0.67 -0.18 -0.22 -0.23 0.28 0.51 -0.75 -0.13 -0.25 -0.59 -0.26 0.22 -0.21 -0.06 -0.22 0.07 -0.55 -0.15 0.27 0.24 0.25 0.42 0.25 0.25 0.26 0.27 0.27 0.23 0.26 0.04 0.38 -0.52 -0.23 -0.23 -0.54 0.45 0.23 0.25 0.24 0.24 0.43 0.41 0.16 -0.70 -0.09 0.16